No. 1
This record from the OMol25 dataset describes C36H47AuClN4O3PSSi as an isolated structure. The level of theory is ωB97M-V/def2-TZVPD.

Geometry (Å):
Au 0.375 0.445 1.957
Cl 2.014 -0.277 4.265
C 0.909 -1.438 4.948
C 0.949 -1.676 6.306
C 0.070 -2.606 6.847
C -0.828 -3.279 6.034
C -0.855 -3.031 4.669
C 0.020 -2.106 4.103
P 0.077 -1.828 2.311
C 1.513 -2.742 1.708
C 1.939 -2.548 0.392
C 2.993 -3.292 -0.115
C 3.635 -4.222 0.694
C 3.218 -4.414 2.003
C 2.154 -3.681 2.513
C -1.403 -2.614 1.668
C -1.332 -3.740 0.851
C -2.504 -4.379 0.468
C -3.732 -3.909 0.910
C -3.802 -2.785 1.725
C -2.642 -2.128 2.093
H 1.654 -1.144 6.931
H 0.091 -2.799 7.912
H -1.512 -4.002 6.460
H -1.551 -3.568 4.039
H 1.445 -1.816 -0.237
H 3.313 -3.146 -1.141
H 4.462 -4.801 0.301
H 3.717 -5.142 2.631
H 1.827 -3.844 3.532
H -0.374 -4.124 0.524
H -2.452 -5.257 -0.164
H -4.641 -4.422 0.621
H -4.762 -2.418 2.067
H -2.692 -1.250 2.730
N 1.730 4.448 2.038
C 0.458 4.778 2.455
C -0.238 3.615 2.478
N 0.596 2.591 2.079
C 1.784 3.124 1.819
C 2.915 2.316 1.380
N 2.829 1.006 1.356
C 4.034 0.545 0.889
C 4.856 1.603 0.632
N 4.131 2.726 0.948
H 2.490 5.103 1.955
H 0.169 5.788 2.695
H -1.267 3.444 2.747
H 4.231 -0.510 0.776
H 5.869 1.653 0.265
H 4.465 3.670 0.851
C -3.628 0.314 -0.371
C -3.601 1.110 -1.659
C -4.748 0.710 -2.569
C -3.616 2.605 -1.380
O -2.385 0.739 -2.372
Si -0.881 1.241 -2.502
S 0.224 0.533 -0.632
O -0.701 2.825 -2.526
C 0.399 3.770 -2.565
C 1.683 3.075 -2.998
C 0.001 4.850 -3.553
C 0.536 4.337 -1.161
O -0.084 0.504 -3.668
C 0.310 -0.850 -4.031
C 1.760 -1.047 -3.613
C -0.609 -1.854 -3.350
C 0.172 -0.927 -5.542
H -4.542 0.535 0.183
H -2.771 0.575 0.258
H -3.595 -0.757 -0.582
H -5.703 0.933 -2.092
H -4.702 -0.359 -2.784
H -4.692 1.257 -3.512
H -4.564 2.882 -0.916
H -3.502 3.173 -2.305
H -2.803 2.883 -0.702
H 1.562 2.615 -3.980
H 1.965 2.290 -2.283
H 2.495 3.803 -3.053
H -0.126 4.422 -4.549
H 0.773 5.620 -3.599
H -0.939 5.313 -3.249
H 0.738 3.527 -0.452
H -0.386 4.838 -0.860
H 1.356 5.058 -1.122
H 1.869 -0.973 -2.528
H 2.389 -0.287 -4.079
H 2.109 -2.029 -3.936
H -0.568 -1.750 -2.257
H -0.306 -2.870 -3.609
H -1.643 -1.706 -3.667
H 0.802 -0.175 -6.019
H -0.865 -0.753 -5.838
H 0.475 -1.915 -5.895

## Properties
HOMO-LUMO gap (alpha / beta) = 9.0 / 5.8 eV
<S²> = 2.0100
highest occupied orbital energy (alpha / beta) = -13.72 / -13.90 eV
spin multiplicity = 3
energy above the lowest of the compared OMol25 structures with the same formula, charge and spin = 0.0 kcal per mole
LUMO (alpha / beta) = -4.7 / -8.1 eV
charge = +2

No. 2
This record from the OMol25 dataset describes C36H47CaN5P2 as an isolated structure. The level of theory is ωB97M-V/def2-TZVPD.

Geometry (Å):
Ca -0.166 1.342 -0.906
C 1.070 -2.716 1.876
C 2.186 -2.049 1.578
C 3.094 -2.341 0.418
C 2.751 -1.807 -0.998
C 1.855 -2.712 -1.820
C 0.945 -3.561 -1.320
C 1.093 -4.455 -0.108
C 0.523 -3.956 1.243
C -1.527 2.544 -2.342
H 0.515 -2.372 2.746
H 2.506 -1.202 2.207
H 3.230 -3.443 0.372
H 4.040 -1.826 0.709
H 2.307 -0.796 -0.844
H 3.660 -1.623 -1.613
H 1.806 -2.455 -2.894
H -0.021 -3.632 -1.845
H 2.130 -4.812 -0.015
H 0.507 -5.360 -0.353
H -0.566 -3.820 1.131
H 0.617 -4.798 1.954
H -2.237 2.904 -1.565
H -2.057 1.816 -2.986
H -1.189 3.423 -2.932
P 5.718 -2.312 -4.508
P 7.265 -1.883 -1.549
N 4.896 -3.656 -5.281
N 6.555 -1.762 -6.019
N 6.987 -3.487 -0.810
N 8.715 -1.432 -0.653
C 7.166 -3.329 -3.949
C 8.145 -2.579 -3.022
C 3.505 -3.792 -5.406
C 3.233 -4.918 -6.176
C 4.490 -5.497 -6.544
C 5.487 -4.719 -5.973
C 6.426 -0.466 -6.521
C 7.285 -0.311 -7.603
C 7.985 -1.547 -7.772
C 7.509 -2.418 -6.803
C 5.719 -3.878 -0.370
C 5.761 -5.204 0.048
C 7.088 -5.673 -0.195
C 7.804 -4.619 -0.755
C 9.718 -2.197 -0.048
C 10.677 -1.349 0.494
C 10.294 -0.006 0.154
C 9.117 -0.083 -0.578
H 7.765 -3.719 -4.785
H 6.735 -4.205 -3.437
H 8.965 -3.265 -2.731
H 8.617 -1.720 -3.535
H 2.843 -3.100 -4.905
H 2.255 -5.312 -6.435
H 4.664 -6.386 -7.140
H 6.558 -4.874 -5.947
H 5.740 0.229 -6.059
H 7.420 0.576 -8.209
H 8.758 -1.787 -8.494
H 7.804 -3.442 -6.623
H 4.909 -3.177 -0.430
H 4.935 -5.780 0.452
H 7.471 -6.666 0.001
H 8.816 -4.586 -1.120
H 9.698 -3.266 -0.052
H 11.537 -1.654 1.064
H 10.828 0.889 0.428
H 8.543 0.683 -1.066
C -3.563 0.362 -0.555
N -2.328 0.647 0.196
C -1.931 -0.574 0.935
C -2.684 1.759 1.173
C -1.494 2.234 2.000
C -1.706 2.642 3.347
C -0.598 2.938 4.149
C 0.672 2.946 3.584
C 0.860 2.686 2.207
C -0.224 2.262 1.471
H -4.342 0.081 0.169
H -3.402 -0.451 -1.267
H -3.895 1.251 -1.097
H -1.009 -0.427 1.510
H -2.739 -0.845 1.634
H -1.785 -1.409 0.235
H -3.133 2.587 0.579
H -3.504 1.378 1.826
H -2.722 2.672 3.747
H -0.739 3.156 5.211
H 1.537 3.157 4.207
H 1.841 2.830 1.746

## Properties
HOMO-LUMO gap = 6.7 eV
highest occupied orbital energy = -7.04 eV
spin multiplicity = 1
energy above the lowest of the compared OMol25 structures with the same formula, charge and spin = 23.5 kcal per mole
LUMO = -0.4 eV